[1]
Density functional theory data (ωB97M-V/def2-TZVPD) for a molecular structure, C6H8.

Multiplicity: 1

XYZ file:
```
14
C6H8, DFT ωB97M-V/def2-TZVPD
C -1.7031 -0.4144 -0.7301
C -1.8346 -0.3885 0.5678
C 1.9133 -0.9055 -0.1212
C 0.6407 -1.1104 0.1775
C -0.4592 -0.1583 0.0463
C 0.1250 1.7265 0.0650
H -2.1172 -0.5346 -1.7017
H -2.4346 -0.4686 1.4397
H 2.6453 -1.6878 -0.0060
H 2.2761 0.0382 -0.4854
H 0.3379 -2.0828 0.5477
H 0.4176 1.9119 1.0844
H -0.7473 2.2734 -0.2488
H 0.9401 1.8008 -0.6350
```

=====

[2]
Density functional theory data (ωB97M-V/def2-TZVPD) for C6H8 in the gas phase.

SMILES: C#CCC1CC1
Multiplicity: 1

XYZ file:
```
14
C6H8, DFT ωB97M-V/def2-TZVPD
C 2.6744 -0.9547 -0.4490
C 1.5164 -1.3250 -0.3562
C 0.7059 -0.4061 0.5561
C -0.2061 0.4730 -0.2463
C -1.4699 0.9275 0.4118
C -1.5093 -0.1021 -0.6886
H 3.5686 -0.3998 -0.2849
H 0.1699 -0.9839 1.3057
H 1.4116 0.2409 1.1060
H 0.3091 1.1599 -0.9199
H -1.8244 1.9309 0.2011
H -1.6313 0.5959 1.4357
H -1.6835 -1.1419 -0.4190
H -1.9009 0.1901 -1.6580
```

=====

[3]
Density functional theory data (ωB97M-V/def2-TZVPD) for a molecular structure, C6H8.

Multiplicity: 1

XYZ file:
```
14
C6H8, DFT ωB97M-V/def2-TZVPD
C -0.9732 0.6369 0.4662
C -0.4055 0.2326 -0.8950
C 0.9757 0.7748 -0.3989
C 0.4653 0.1241 0.9160
C 0.4207 -1.3494 0.5153
C -0.2072 -1.2720 -0.6611
H -1.8470 0.1077 0.8662
H -1.1072 1.7249 0.6068
H -0.8674 0.5632 -1.8199
H 1.0559 1.8628 -0.3290
H 1.8545 0.3572 -0.9059
H 0.4387 0.5279 1.8931
H 0.7929 -2.2298 1.0353
H -0.5962 -2.0608 -1.2890
```

=====

[4]
Density functional theory data (ωB97M-V/def2-TZVPD) for C6H8 in the gas phase.

SMILES: C#CC1CCC1
Multiplicity: 1

XYZ file:
```
14
C6H8, DFT ωB97M-V/def2-TZVPD
C -0.5646 -0.3372 2.9303
C -0.2068 -0.2579 1.7810
C 0.0450 0.3059 0.4556
C 1.2213 -0.0094 -0.5115
C 0.2109 -0.2061 -1.6685
C -0.9650 0.0179 -0.6893
H -0.8638 -0.2174 3.9463
H 0.0963 1.3658 0.7143
H 1.8603 0.8705 -0.6310
H 1.8559 -0.8685 -0.2856
H 0.2816 0.5406 -2.4633
H 0.2368 -1.1939 -2.1364
H -1.5824 -0.8705 -0.5290
H -1.6255 0.8603 -0.9128
```

=====

[5]
Density functional theory data (ωB97M-V/def2-TZVPD) for C6H8 in the gas phase.

SMILES: CC1=CC=CC1
Multiplicity: 1

XYZ file:
```
14
C6H8, DFT ωB97M-V/def2-TZVPD
C 1.0034 1.5509 0.6786
C 0.2870 0.3699 0.0440
C -0.5694 0.4710 -0.9812
C -1.0806 -0.8168 -1.2996
C -0.6761 -1.6900 -0.3315
C 0.1714 -0.9967 0.6893
H 1.6330 1.2466 1.5927
H 0.2717 2.3452 1.0077
H 1.6885 2.1518 0.0216
H -0.7917 1.4433 -1.4768
H -1.7333 -0.9104 -2.1607
H -0.8467 -2.8000 -0.3071
H 1.1136 -1.4584 0.8983
H -0.4707 -0.9065 1.6247
```

=====

[6]
Density functional theory data (ωB97M-V/def2-TZVPD) for C6H8 in the gas phase.

SMILES: CC1C=CC=C1
Multiplicity: 1

XYZ file:
```
14
C6H8, DFT ωB97M-V/def2-TZVPD
C 0.4035 1.1554 -1.5174
C -0.5031 0.2510 -0.6975
C 0.0398 -1.1145 -0.4576
C 0.3748 -1.3182 0.8016
C 0.0108 -0.1242 1.5803
C -0.4591 0.7841 0.7291
H 1.3420 1.4349 -0.9323
H 0.7008 0.7081 -2.5519
H -0.1369 2.1119 -1.7547
H -1.5011 0.1831 -1.0524
H 0.2993 -1.8477 -1.2549
H 0.7317 -2.2268 1.2235
H 0.1634 0.0833 2.6332
H -0.7998 1.7517 1.0574
```

=====

For the records above, the corresponding energy above the lowest of the compared OMol25 structures with the same formula, charge and spin values read 3.667 3.679 1.882 2.039 0.504 0.438 eV.
For the records above, the corresponding DFT total energy values read -6347.116 -6347.105 -6348.902 -6348.745 -6350.280 -6350.346 eV.
For the records above, the corresponding HOMO energy values read -8.665 -9.732 -8.851 -9.662 -8.045 -8.557 eV.